C7H14 | ωB97M-V/def2-TZVPD

* M: 98.19 g mol⁻¹
* ΔE to the lowest compared entry with this formula, charge and spin: 6.2 kcal per mole
* HOMO-LUMO gap: 11.8 eV
* E: -7486.0241 eV
* highest occupied orbital energy: -10.61 eV
* structure (SMILES): C1CCCCCC1
* largest force on an atom: 0.005 hartree/bohr

Structure (XYZ):
```
21
Properties=species:S:1:pos:R:3:forces:R:3:nbo_charge:R:1
C 0.519233 1.545017 -0.518253 -0.1 0.1 0.0 -0.40
C -0.794686 1.409824 0.300271 0.1 -0.1 0.1 -0.41
C -1.665116 0.125041 0.233311 0.0 0.0 0.0 -0.40
C -1.029176 -1.146347 -0.332537 0.0 0.0 -0.1 -0.40
C 0.205466 -1.657736 0.417250 0.0 0.0 0.0 -0.40
C 1.360645 -0.641004 0.526021 0.0 0.0 0.0 -0.41
C 1.424134 0.306502 -0.676948 0.1 0.0 0.0 -0.40
H 1.102994 2.305722 0.019301 -0.1 -0.1 -0.2 0.20
H 0.325128 1.978618 -1.509614 -0.1 -0.2 0.2 0.20
H -1.427569 2.262964 0.029463 0.1 -0.1 0.1 0.21
H -0.537065 1.571334 1.354366 0.0 0.0 -0.2 0.20
H -2.006653 -0.094317 1.254644 0.0 0.0 -0.2 0.20
H -2.579007 0.324006 -0.340071 0.2 0.0 0.0 0.20
H -1.788779 -1.940043 -0.332204 0.1 0.1 0.0 0.21
H -0.775536 -0.984185 -1.387277 0.0 0.0 0.1 0.19
H -0.088598 -1.991837 1.421467 0.0 0.1 -0.1 0.20
H 0.566111 -2.553157 -0.107660 0.0 0.1 0.1 0.20
H 1.254257 -0.041068 1.439199 0.0 -0.1 -0.1 0.19
H 2.306514 -1.186125 0.632787 -0.2 0.1 0.0 0.21
H 2.453508 0.651953 -0.831636 -0.1 0.0 0.1 0.21
H 1.174194 -0.245157 -1.591873 0.0 0.1 0.2 0.19
```
Forces are in eV/Å.

C4H5NO | ωB97M-V/def2-TZVPD

* M: 83.09 g mol⁻¹
* ΔE to the lowest compared entry with this formula, charge and spin: 36.2 kcal per mole
* HOMO-LUMO gap: 10.7 eV
* E: -7764.9547 eV
* highest occupied orbital energy: -9.77 eV
* structure (SMILES): C=C=CC(N)=O
* largest force on an atom: 0.059 hartree/bohr

Structure (XYZ):
```
11
Properties=species:S:1:pos:R:3:forces:R:3:nbo_charge:R:1
N 2.191438 0.391597 0.145473 1.0 0.6 -0.3 -0.80
C 0.971581 -0.162814 0.205927 0.0 -1.9 1.0 0.63
C -0.150030 0.669191 -0.178201 0.6 2.0 -0.5 -0.45
C -1.316429 0.148171 -0.195858 0.7 -0.5 -0.4 0.20
C -2.243716 -0.692459 -0.012999 -2.8 0.4 1.0 -0.44
O 0.821396 -1.312516 0.595959 0.2 0.2 -0.1 -0.62
H 2.971187 -0.241282 0.201554 0.0 -0.1 0.1 0.40
H 2.334022 1.217539 -0.402833 0.0 0.2 0.0 0.38
H -0.025762 1.697126 -0.465004 0.3 0.3 -0.2 0.22
H -2.856381 -0.400219 0.849123 0.1 -0.8 0.1 0.23
H -2.697309 -1.314330 -0.743144 -0.1 -0.6 -0.6 0.23
```
Forces are in eV/Å.

C4H10N2O2 | ωB97M-V/def2-TZVPD

* M: 118.14 g mol⁻¹
* ΔE to the lowest compared entry with this formula, charge and spin: 22.9 kcal per mole
* HOMO-LUMO gap: 10.1 eV
* E: -11385.9116 eV
* highest occupied orbital energy: -9.52 eV
* structure (SMILES): CNC(=O)C[C@H](N)O
* largest force on an atom: 0.016 hartree/bohr

Structure (XYZ):
```
18
Properties=species:S:1:pos:R:3:forces:R:3:nbo_charge:R:1
C -0.097443 1.519626 0.794776 0.2 0.1 0.5 0.24
C 0.902708 0.403109 1.114191 -0.2 0.2 0.0 -0.53
C -0.207567 -2.015385 -1.601321 0.0 -0.3 -0.1 -0.42
N -0.001579 -0.857159 -0.764670 -0.3 0.0 -0.3 -0.64
C 0.730318 -0.918914 0.370406 -0.1 0.8 -0.2 0.67
N -1.419643 1.121524 1.153404 -0.2 0.1 -0.2 -0.83
O -0.050633 1.908728 -0.595298 0.0 0.1 -0.1 -0.76
O 1.236981 -1.935681 0.780144 0.3 -0.6 0.4 -0.63
H 0.802930 2.314925 -0.789141 0.0 0.0 0.1 0.48
H -0.274691 0.048226 -1.125933 0.2 -0.1 0.2 0.42
H 0.152679 2.408732 1.398234 0.0 -0.2 -0.2 0.16
H -2.096351 1.801595 0.820463 0.1 -0.1 0.1 0.37
H -1.650413 0.213348 0.764688 0.0 0.1 0.0 0.37
H 1.919444 0.751735 0.920470 0.0 0.0 0.0 0.23
H 0.833239 0.185187 2.181913 0.1 0.0 -0.1 0.25
H 0.456419 -2.000047 -2.476583 -0.2 -0.1 0.2 0.19
H -1.249660 -2.041832 -1.936097 0.2 -0.1 0.0 0.20
H 0.013262 -2.907718 -1.009646 -0.1 0.1 -0.2 0.24
```
Forces are in eV/Å.

C4H4O2 | ωB97M-V/def2-TZVPD

* M: 84.07 g mol⁻¹
* ΔE to the lowest compared entry with this formula, charge and spin: 60.5 kcal per mole
* HOMO-LUMO gap: 9.7 eV
* E: -8304.4532 eV
* highest occupied orbital energy: -8.83 eV
* structure (SMILES): Oc1ccoc1
* largest force on an atom: 0.186 hartree/bohr

Structure (XYZ):
```
10
Properties=species:S:1:pos:R:3:forces:R:3:nbo_charge:R:1
C 0.766692 0.109684 -0.024687 -5.3 2.5 -0.7 0.23
C -0.316582 1.145717 -0.019700 2.4 0.1 -0.2 -0.40
C -1.492656 0.451098 0.066259 -0.6 9.5 0.2 0.16
C -0.009376 -1.000552 -0.143779 4.3 -4.4 2.2 -0.07
H 2.145121 -0.735699 0.032447 2.4 -3.4 0.0 0.48
H -0.115932 2.166930 -0.286148 -0.4 0.4 0.6 0.23
H -2.484555 0.861564 0.258521 0.2 -0.3 -0.5 0.20
H 0.503205 -2.070155 0.280985 -2.3 2.6 -1.7 0.18
O 2.096389 0.176382 0.060301 -0.7 2.3 -0.2 -0.62
O -1.313427 -0.733672 -0.004596 0.0 -9.4 0.1 -0.37
```
Forces are in eV/Å.